Entry 1:
ORCA calculation (wB97M-V/def2-TZVPD) on a 2-piece molecular cluster, C51H59F3N4O6S3 overall at a distorted geometry.

Element x y z (Å)
1 C -0.6381 -0.1470 -3.8005
2 C -1.5527 0.6894 -2.9198
3 C -0.7979 1.9725 -2.5402
4 C -2.7618 1.0880 -3.7837
5 C -2.0934 -0.0066 -1.6331
6 C -2.9624 0.8084 -0.9015
7 C -3.6891 0.3120 0.1622
8 C -3.5922 -1.0323 0.4923
9 C -2.7695 -1.9298 -0.1936
10 C -3.0976 -3.4518 0.1072
11 C -1.9773 -4.4797 0.2027
12 C -4.0747 -3.9104 -0.9803
13 C -3.7925 -3.5772 1.4802
14 C -1.8909 -1.3414 -1.1903
15 N -0.7093 -2.0395 -1.6127
16 C 0.5982 -1.6946 -1.2577
17 C 1.0177 -0.4589 -0.8059
18 C 2.3991 -0.0530 -0.6904
19 C 3.3803 -0.4285 -1.6566
20 C 4.7288 -0.2821 -1.3842
21 C 5.1334 0.3328 -0.1803
22 N 6.4837 0.1918 0.2492
23 O 6.8346 0.7028 1.3385
24 O 7.2746 -0.4610 -0.4762
25 C 4.1815 0.9006 0.6892
26 C 2.8344 0.7186 0.4271
27 N 1.3236 -2.8732 -1.2707
28 C 2.5961 -3.1566 -0.6616
29 C 2.7859 -3.0231 0.7526
30 C 1.7228 -2.8810 1.9107
31 C 2.3095 -2.0171 3.0461
32 C 1.4361 -4.3017 2.4199
33 C 0.3849 -2.2368 1.6054
34 C 4.0711 -3.2405 1.2592
35 C 5.1143 -3.6842 0.4663
36 C 4.8609 -3.9784 -0.8604
37 C 3.6455 -3.6664 -1.4796
38 C 3.7037 -3.9592 -3.0238
39 C 4.9473 -3.2664 -3.6156
40 C 2.5580 -3.5120 -3.9203
41 C 3.8664 -5.4795 -3.1789
42 C 0.5422 -3.8449 -1.8888
43 C -0.6694 -3.3215 -2.1414
44 H -1.1143 -1.0772 -4.1241
45 H -0.4068 0.4414 -4.7013
46 H 0.3119 -0.3630 -3.3053
47 H -1.4298 2.7064 -2.0302
48 H 0.0468 1.7456 -1.8829
49 H -0.4018 2.4536 -3.4441
50 H -3.4473 1.7537 -3.2528
51 H -2.4321 1.6036 -4.6931
52 H -3.3164 0.1924 -4.0849
53 H -3.1110 1.8491 -1.1937
54 H -4.3591 0.9591 0.7229
55 H -4.2276 -1.3577 1.3121
56 H -1.1688 -4.1538 0.8602
57 H -2.3829 -5.3989 0.6574
58 H -1.5816 -4.7974 -0.7624
59 H -4.9540 -3.2577 -1.0011
60 H -3.6045 -3.8731 -1.9686
61 H -4.4098 -4.9389 -0.7968
62 H -4.8159 -3.1909 1.4659
63 H -3.8643 -4.6277 1.7880
64 H -3.2141 -3.0629 2.2571
65 H 0.2451 0.1907 -0.4083
66 H 3.0456 -0.8359 -2.6133
67 H 5.4965 -0.6584 -2.0511
68 H 4.5306 1.4314 1.5705
69 H 2.0839 1.1323 1.1048
70 H 2.7832 -1.1157 2.6371
71 H 1.5114 -1.6893 3.7250
72 H 3.0379 -2.5636 3.6528
73 H 1.0350 -4.9226 1.6083
74 H 2.3498 -4.7768 2.7933
75 H 0.6979 -4.2804 3.2329
76 H -0.1211 -2.6973 0.7618
77 H -0.2760 -2.3486 2.4821
78 H 0.4786 -1.1639 1.4198
79 H 4.2748 -3.1243 2.3230
80 H 6.1078 -3.8230 0.8883
81 H 5.6574 -4.4458 -1.4354
82 H 5.8787 -3.5447 -3.1175
83 H 5.0550 -3.5320 -4.6749
84 H 4.8458 -2.1776 -3.5484
85 H 1.7030 -4.1910 -3.8920
86 H 2.2457 -2.4823 -3.7246
87 H 2.9159 -3.5349 -4.9621
88 H 3.0141 -6.0032 -2.7304
89 H 3.9198 -5.7646 -4.2367
90 H 4.7739 -5.8438 -2.6886
91 H 0.9124 -4.8419 -2.0748
92 H -1.5215 -3.7722 -2.6286
93 F -3.3926 1.9042 3.3403
94 C -3.1191 3.2058 3.0412
95 F -4.2728 3.9069 3.1071
96 F -2.2839 3.6951 3.9946
97 S -2.3297 3.2233 1.3998
98 N -2.2756 4.8781 1.0579
99 S -3.5526 5.5990 -0.0104
100 C -4.4397 6.6628 1.1268
101 C -5.8176 6.4890 1.2682
102 C -6.5240 7.3353 2.1281
103 C -5.8610 8.3614 2.8098
104 C -4.4861 8.5439 2.6266
105 C -3.7759 7.7106 1.7595
106 O -2.8302 6.4263 -0.9398
107 O -4.3864 4.5078 -0.4502
108 S -0.6322 5.4613 0.8072
109 C 0.2078 4.7216 2.1788
110 C 0.4036 5.4856 3.3268
111 C 1.1042 4.9251 4.3955
112 C 1.6162 3.6281 4.2989
113 C 1.4277 2.8790 3.1301
114 C 0.7517 3.4400 2.0494
115 O -0.1340 4.8580 -0.4010
116 O -0.6696 6.8829 1.0135
117 H -6.3151 5.6940 0.7094
118 H -7.5943 7.1896 2.2587
119 H -6.4148 9.0239 3.4786
120 H -3.9594 9.3374 3.1493
121 H -2.7123 7.8666 1.5746
122 H -0.0123 6.4923 3.3632
123 H 1.2314 5.5120 5.3035
124 H 2.1517 3.1885 5.1408
125 H 1.7991 1.8551 3.0625
126 H 0.6344 2.9028 1.1044

The total energy comes out at -112742.491 eV. The total charge is 0.



Entry 2:
ORCA calculation (wB97M-V/def2-TZVPD) on C51H60HgN3PSb as an isolated structure at a distorted geometry.

Element x y z (Å)
1 Hg 1.7769 0.6294 -0.3986
2 C 4.2445 -2.8983 0.2219
3 C 2.9412 -3.3550 0.8737
4 C 2.8879 -4.8812 1.0020
5 C 1.7190 -2.8787 0.1303
6 C 0.5639 -2.5633 0.8239
7 C -0.6139 -2.1384 0.2100
8 C -1.8069 -2.1388 1.1543
9 C -2.3761 -3.5659 1.1872
10 C -2.9372 -1.1384 0.9568
11 C -0.5939 -1.9380 -1.1798
12 C 0.5336 -2.3588 -1.9074
13 C 1.6643 -2.8266 -1.2553
14 C 0.4871 -2.3856 -3.4153
15 C -0.1786 -3.6781 -3.9055
16 C 1.8649 -2.2365 -4.0645
17 C -1.8122 -1.5007 -1.9193
18 C -2.7503 -2.5131 -2.1244
19 C -3.9803 -2.2785 -2.7035
20 C -4.3178 -0.9821 -3.0503
21 C -3.3816 0.0244 -2.9111
22 C -2.1032 -0.2096 -2.4007
23 P -0.8435 1.1539 -2.4699
24 C -0.7647 1.6837 -4.3200
25 C 0.0104 0.5910 -5.0542
26 C 0.0862 2.9539 -4.3653
27 C -2.0782 1.8847 -5.0677
28 C -1.6015 2.6182 -1.4796
29 C -2.7174 3.4394 -2.1193
30 C -2.1249 1.9838 -0.1989
31 C -0.4621 3.5680 -1.0976
32 H 5.0833 -3.1406 0.8699
33 H 4.2314 -1.8202 0.0639
34 H 4.4064 -3.3827 -0.7368
35 H 2.9062 -2.9266 1.8830
36 H 2.8552 -5.3407 0.0167
37 H 1.9959 -5.1869 1.5475
38 H 3.7641 -5.2479 1.5331
39 H 0.5497 -2.7057 1.8970
40 H -1.3968 -1.9356 2.1551
41 H -2.9430 -3.7800 0.2856
42 H -3.0383 -3.6792 2.0425
43 H -1.5745 -4.2957 1.2738
44 H -3.3636 -1.1925 -0.0374
45 H -2.5880 -0.1317 1.1568
46 H -3.7267 -1.3558 1.6736
47 H 2.5044 -3.1636 -1.8358
48 H -0.1369 -1.5472 -3.7266
49 H 0.2786 -4.5450 -3.4345
50 H -0.0654 -3.7660 -4.9840
51 H -1.2405 -3.6786 -3.6774
52 H 2.4281 -3.1662 -4.0196
53 H 2.4533 -1.4611 -3.5753
54 H 1.7604 -1.9740 -5.1158
55 H -2.4885 -3.5109 -1.8053
56 H -4.6754 -3.0890 -2.8581
57 H -5.2984 -0.7578 -3.4415
58 H -3.6598 1.0218 -3.2071
59 H 0.9192 0.3307 -4.5185
60 H 0.2970 0.9417 -6.0436
61 H -0.6024 -0.2965 -5.1901
62 H 0.9866 2.8260 -3.7635
63 H -0.4608 3.8254 -4.0177
64 H 0.3969 3.1502 -5.3906
65 H -2.6249 0.9484 -5.1426
66 H -1.8494 2.2122 -6.0810
67 H -2.7150 2.6376 -4.6184
68 H -3.5715 2.8253 -2.3878
69 H -2.3760 3.9904 -2.9919
70 H -3.0632 4.1688 -1.3852
71 H -3.0230 1.4007 -0.3814
72 H -2.3591 2.7503 0.5367
73 H -1.3589 1.3309 0.2231
74 H 0.0063 4.0323 -1.9596
75 H 0.3089 3.0453 -0.5279
76 H -0.8538 4.3591 -0.4601
77 C -3.4623 3.7254 3.6404
78 C -2.2754 4.2245 3.1298
79 C -1.2075 3.3714 2.9082
80 C -1.3148 2.0224 3.2012
81 C -2.5130 1.5226 3.6825
82 C -3.5790 2.3734 3.9153
83 Sb 0.3663 0.7111 2.8580
84 C 0.1447 -0.3110 4.7619
85 C 0.5520 -1.6313 4.8531
86 C 0.3432 -2.3520 6.0149
87 C -0.2690 -1.7544 7.1020
88 C -0.6465 -0.4260 7.0297
89 C -0.4488 0.2881 5.8617
90 C 1.8007 2.1829 3.4918
91 C 1.5146 3.0164 4.5602
92 C 2.4065 4.0035 4.9339
93 C 3.5944 4.1609 4.2407
94 C 3.8929 3.3177 3.1850
95 C 2.9968 2.3296 2.8135
96 H -4.2906 4.3885 3.8390
97 H -2.1812 5.2769 2.9062
98 H -0.2782 3.7629 2.5149
99 H -2.6107 0.4662 3.8943
100 H -4.5042 1.9799 4.3105
101 H 1.0471 -2.1024 4.0134
102 H 0.6566 -3.3839 6.0695
103 H -0.4395 -2.3198 8.0063
104 H -1.1021 0.0540 7.8828
105 H -0.7643 1.3191 5.8053
106 H 0.5837 2.9143 5.0988
107 H 2.1635 4.6510 5.7638
108 H 4.2839 4.9407 4.5250
109 H 4.8195 3.4298 2.6422
110 H 3.2451 1.6785 1.9809
111 N 4.6220 1.0037 -0.7078
112 C 5.0854 0.6868 -1.7249
113 C 5.6153 0.2293 -2.9076
114 C 5.5451 -1.1389 -3.1663
115 N 5.4536 -2.2647 -3.3884
116 C 6.1561 1.0829 -3.8658
117 N 6.5852 1.7855 -4.6711

Its spin multiplicity is 2. As for the expectation value of S²: 0.760. The total energy comes out at -78329.968 eV. The total charge is 0.